11
Properties=species:S:1:pos:R:3:lowdin_charge:R:1 method="wB97M-V/def2-TZVPD" total_charge=0 gap_ev=9.7676 e_lumo_ha=0.0411 e_above_lowest_ev=5.487
C -0.245 -0.652 -0.872 -0.097
C -0.376 -0.847 0.658 -0.077
C 0.381 0.274 0.024 -0.339
N 0.066 2.108 0.365 0.037
N 1.331 1.276 0.335 -0.101
H 0.374 -1.195 -1.642 0.128
H -1.022 -0.126 -1.321 0.080
H -1.302 -0.722 1.291 0.113
H 0.350 -1.596 1.193 0.128
H 0.054 2.378 -0.654 0.047
H 1.837 1.130 1.180 0.081


63
Properties=species:S:1:pos:R:3:lowdin_charge:R:1 method="wB97M-V/def2-TZVPD" total_charge=0 spin_multiplicity=3 gap_ev="8.8567 / 8.7138" e_lumo_ha="0.0242 / 0.0016" e_above_lowest_ev=2.398
Pd -0.098 -0.262 -0.168 1.173
F -1.213 -0.871 1.564 -0.605
F 1.006 0.373 -1.935 -0.586
C 1.590 5.021 2.178 -0.052
O 1.562 3.839 1.398 -0.015
C 0.773 2.746 1.657 -0.508
O 0.641 1.833 0.880 0.074
O 0.146 2.854 2.848 -0.014
C -0.621 1.797 3.350 -0.040
H 2.455 5.549 1.776 0.098
H 1.666 4.830 3.248 0.092
H 0.671 5.592 2.043 0.095
H 0.052 0.955 3.516 0.086
H -1.434 1.524 2.678 0.075
H -1.066 2.001 4.324 0.097
C -4.093 2.011 0.648 0.020
O -3.414 2.810 -0.361 0.014
C -2.268 2.376 -0.812 -0.541
O -1.651 1.345 -0.505 0.003
O -1.747 3.385 -1.586 -0.025
C -0.418 3.253 -2.156 -0.013
H -4.417 1.063 0.218 0.079
H -5.020 2.533 0.883 0.095
H -3.444 2.012 1.524 0.094
H -0.231 4.071 -2.853 0.090
H -0.426 2.346 -2.759 0.083
H 0.284 3.235 -1.323 0.082
C -0.222 -2.148 -3.864 -0.039
O -1.635 -2.051 -3.758 0.005
C -2.239 -1.491 -2.667 -0.470
O -1.693 -1.071 -1.635 0.029
O -3.565 -1.403 -2.950 0.008
C -4.384 -0.521 -2.095 -0.012
H 0.153 -1.127 -3.924 0.091
H 0.136 -2.543 -4.815 0.098
H 0.302 -2.674 -3.066 0.062
H -4.088 0.522 -2.205 0.086
H -4.278 -0.684 -1.022 0.081
H -5.456 -0.597 -2.273 0.095
C -0.732 -4.717 0.758 -0.007
O 0.422 -4.728 -0.074 0.008
C 0.791 -3.632 -0.707 -0.560
O 0.331 -2.485 -0.510 0.006
O 1.857 -3.934 -1.413 0.009
C 2.778 -2.943 -1.840 -0.008
H -0.404 -4.122 1.610 0.095
H -0.965 -5.698 1.171 0.095
H -1.525 -4.278 0.153 0.106
H 3.586 -3.448 -2.370 0.106
H 3.078 -2.254 -1.051 0.081
H 2.203 -2.300 -2.507 0.078
C 4.379 0.433 0.050 -0.020
O 4.063 -0.058 1.352 0.009
C 2.922 -0.683 1.644 -0.582
O 1.930 -0.670 0.935 0.036
O 2.998 -1.162 2.865 0.019
C 1.863 -1.760 3.585 0.017
H 5.386 0.850 0.037 0.092
H 3.742 1.264 -0.253 0.098
H 4.353 -0.361 -0.696 0.086
H 1.889 -1.769 4.675 0.092
H 1.761 -2.797 3.263 0.092
H 0.976 -1.184 3.322 0.069


8
Properties=species:S:1:pos:R:3:lowdin_charge:R:1 method="wB97M-V/def2-TZVPD" total_charge=+1 spin_multiplicity=2 gap_ev="7.2507 / 9.0619" e_lumo_ha="-0.2323 / -0.2376" e_above_lowest_ev=4.132
H 2.233 -0.471 -0.270 0.274
O 0.347 -0.243 1.132 0.010
O -0.304 -0.178 -0.967 0.097
C 1.419 0.273 0.418 0.038
C 0.985 0.291 -0.897 -0.301
C -0.741 -0.358 0.323 -0.345
F 1.236 1.270 -1.769 0.199
Hg -2.565 -0.877 0.887 1.029